# 1
Density functional theory data (wB97M-V/def2-TZVPD) for a structure of composition C17H33B3ClIO31S7 in a non-equilibrium geometry.

```
93
Properties=species:S:1:pos:R:3:forces:R:3:mulliken_charge:R:1
C -2.28585 0.26796 1.41593 -1.9 0.2 -0.5 -0.48
C -3.71965 0.47861 1.07681 2.2 -0.5 0.6 -0.07
C -4.34751 1.69861 0.18049 -1.0 0.0 1.2 -0.51
B -3.37843 2.23846 -1.03716 0.1 0.0 0.1 0.22
O -2.59706 3.47019 -0.78719 2.7 -2.8 -2.0 -0.28
B -1.25878 3.36084 -1.45841 -1.9 0.3 -0.9 0.36
Cl 0.34616 3.87464 -0.62786 -2.5 -0.7 -1.3 -0.18
O -1.29713 2.83987 -2.87056 -0.3 -2.3 4.0 -0.31
B -1.92491 1.48246 -2.71451 -2.1 2.4 0.3 0.79
I -0.72571 -0.36232 -2.98865 -1.0 1.2 0.0 -0.06
O -3.37643 1.48329 -2.33849 9.4 2.8 9.8 -0.25
H -1.61897 1.01953 2.05161 -1.2 -0.9 -2.7 0.21
H -1.73247 -0.73902 1.10142 -1.8 1.6 1.9 0.14
H -4.50073 -0.30242 1.52876 1.9 1.0 -2.2 0.22
H -5.33881 1.27776 -0.32824 2.1 0.7 1.2 0.22
H -4.67589 2.56953 0.89763 0.6 -1.4 -1.5 0.24
C -4.19915 -3.97276 2.88972 -0.2 -0.7 0.0 -0.04
C -3.67249 -4.46319 4.23576 -0.5 0.5 0.4 -0.29
O -2.25424 -4.34785 4.14604 0.6 0.5 -1.2 -0.34
S -1.88528 -3.07864 3.19033 0.0 0.4 0.4 1.08
O -1.60996 -1.94020 4.03844 -0.1 -1.5 -1.4 -0.53
O -0.97886 -3.53044 2.16044 -0.8 0.7 1.3 -0.55
O -3.36181 -2.87528 2.52973 0.9 0.0 0.7 -0.22
H -4.09683 -4.74567 2.12115 0.0 0.0 0.1 0.25
H -5.24316 -3.65324 2.94651 0.5 0.2 -0.3 0.02
H -3.96293 -5.49536 4.44564 0.3 0.1 -0.1 0.26
H -4.01294 -3.81657 5.05142 0.3 -0.3 -0.4 0.42
C 3.31778 1.39838 -2.88615 -0.9 -0.2 0.0 -0.14
C 3.21976 -0.02546 -2.34505 0.0 0.4 0.8 0.49
O 3.99245 -0.81967 -3.24225 0.7 0.7 -0.9 -0.34
S 5.22407 0.08015 -3.82004 0.3 -0.4 0.0 1.12
O 6.40431 -0.21559 -3.03856 -1.4 0.6 -1.3 -0.53
O 5.19899 0.01628 -5.26285 0.2 -0.1 1.8 -0.59
O 4.65806 1.53658 -3.35492 0.6 -0.9 0.0 -0.30
H 2.64302 1.54443 -3.73581 0.0 0.0 0.1 0.31
H 3.10299 2.14721 -2.11909 0.2 -0.1 -0.1 0.18
H 2.18880 -0.38469 -2.30215 0.3 0.0 -0.2 -0.16
H 3.67297 -0.10133 -1.35098 -0.1 0.1 -0.1 -0.04
C 6.09391 3.03867 1.54542 0.7 -0.3 -0.4 -0.22
C 5.53631 2.58658 0.19841 0.3 0.8 -0.2 -0.19
O 4.55007 1.60616 0.51285 -0.3 -0.2 1.1 -0.12
S 3.86316 1.98526 1.94283 -0.1 0.2 0.2 0.97
O 2.62769 2.68841 1.67761 1.4 -1.1 0.6 -0.50
O 3.94194 0.83115 2.80783 -0.4 1.3 -1.2 -0.54
O 4.97419 3.07498 2.42866 -1.1 -0.6 -0.5 -0.34
H 6.81370 2.31298 1.93762 0.0 0.1 -0.1 0.34
H 6.56588 4.02312 1.48741 -0.3 -0.2 0.2 -0.01
H 6.30690 2.16400 -0.45073 -0.3 -0.2 0.1 0.40
H 5.03788 3.41302 -0.31917 0.1 0.0 0.1 0.20
C 7.27397 7.54872 -1.70217 0.3 -0.4 -0.6 -0.39
C 6.11376 6.56812 -1.85062 -0.3 0.6 -0.5 -0.41
O 6.10019 5.81961 -0.63722 0.7 0.3 0.8 -0.17
S 6.61462 6.77510 0.58050 -0.3 0.5 0.4 1.09
O 5.45318 7.30361 1.26084 1.8 -0.8 -0.7 -0.55
O 7.69011 6.09941 1.26837 -1.5 0.7 -0.7 -0.56
O 7.25065 7.96300 -0.33725 -0.7 -0.7 0.6 -0.29
H 8.23306 7.05622 -1.89230 -0.1 0.0 0.0 0.30
H 7.17180 8.41245 -2.36460 0.0 0.0 0.3 0.31
H 6.23570 5.90575 -2.71095 0.0 -0.1 0.3 0.35
H 5.15840 7.09733 -1.93162 0.1 0.0 -0.1 0.30
C -7.66840 -6.42174 4.97654 -0.2 -0.4 0.7 -0.31
C -8.86362 -5.57945 5.41441 -0.4 -0.5 -0.5 -0.39
O -8.34928 -4.26026 5.58162 1.2 0.1 -0.4 -0.31
S -7.13953 -4.02390 4.51342 -0.7 0.4 0.1 1.05
O -7.68015 -3.32980 3.36577 1.1 -0.8 1.5 -0.55
O -5.97595 -3.56403 5.23523 -2.2 -0.2 -0.8 -0.51
O -6.91220 -5.58517 4.10275 -0.3 1.1 0.0 -0.24
H -7.03551 -6.68211 5.83106 -0.1 0.0 -0.1 0.28
H -7.97435 -7.33526 4.45968 0.1 0.3 -0.1 0.31
H -9.30916 -5.94039 6.34446 0.2 0.3 -0.1 0.31
H -9.63001 -5.54652 4.63281 0.1 -0.1 0.1 0.31
C -5.28194 -0.94757 -6.34105 -0.3 0.0 -0.6 -0.35
C -4.81177 0.39310 -6.89895 0.5 -0.4 -0.1 -0.31
O -5.33596 1.37334 -6.00612 -0.7 -0.5 0.5 -0.34
S -5.39888 0.74178 -4.50359 -0.6 -0.1 -0.6 0.91
O -4.22039 1.17117 -3.78393 -5.9 -2.0 -7.7 -0.35
O -6.73901 0.91190 -3.99219 1.9 0.0 -0.4 -0.63
O -5.19757 -0.82085 -4.92259 0.2 0.9 0.2 -0.32
H -6.32716 -1.13928 -6.60431 0.1 0.0 0.0 0.29
H -4.66204 -1.77897 -6.68713 0.0 0.1 0.3 0.32
H -5.16812 0.56872 -7.91677 -0.1 0.1 0.3 0.33
H -3.71934 0.46726 -6.87823 -0.1 -0.1 -0.1 0.24
C 4.18267 -3.19706 1.96800 -0.5 0.6 0.3 -0.29
C 3.22730 -3.03238 0.78908 -0.4 -0.6 0.4 -0.36
O 4.04501 -2.60173 -0.29659 1.1 0.0 0.2 -0.20
S 5.52846 -3.26063 -0.13644 0.4 -0.1 -0.3 1.07
O 5.58999 -4.44140 -0.96899 0.2 1.6 1.1 -0.56
O 6.50824 -2.20117 -0.19942 -1.3 -1.5 -0.2 -0.51
O 5.38062 -3.73949 1.41493 -0.1 0.0 -1.1 -0.33
H 4.42347 -2.22872 2.41841 -0.1 -0.1 0.0 0.24
H 3.78062 -3.86431 2.73507 0.2 0.0 -0.2 0.31
H 2.43873 -2.30348 0.99067 0.3 0.0 -0.2 0.38
H 2.77482 -3.99033 0.51173 0.0 0.1 0.1 0.23
```
Positions in Å, forces in eV/Å.

Values from the calculation:
Electronic energy = -6619.604291 a.u.
Maximum force = 13.85 eV/Å
HOMO level = -0.2862 Eh
Orbital gap = 7.88 eV
Charge = 0



# 2
Density functional theory data (wB97M-V/def2-TZVPD) for a cluster of 2 separate species, C17H33BFNO6 in total in a non-equilibrium geometry.

```
59
Properties=species:S:1:pos:R:3:forces:R:3:nbo_charge:R:1
C -2.17232 0.75324 1.16211 0.1 0.6 0.7 -0.44
N -2.27769 -0.30486 0.04834 -1.4 2.0 -0.2 -0.82
C -1.44340 0.20801 -1.13334 0.4 -1.3 -0.5 -0.44
B -3.75981 -0.38871 -0.39588 1.0 1.8 -0.1 1.28
O -4.32087 0.88634 -0.90908 0.6 -3.5 -1.0 -0.94
C -4.60323 -1.83893 -0.35475 -2.1 0.0 -0.3 -0.69
C -6.04911 -1.59412 0.45250 0.3 0.3 0.0 0.49
F -6.77085 -0.31972 0.25585 2.2 -2.6 0.3 -0.37
O -5.51989 -1.53407 1.85650 1.8 -0.4 0.0 -0.55
C -4.13949 -2.09666 2.03436 3.0 0.7 1.3 0.79
O -3.22520 -1.88013 2.97421 -6.8 -1.3 -5.8 -0.55
C -4.07271 -3.02535 0.64424 0.5 -0.2 1.6 0.20
O -5.09470 -4.06492 1.01248 1.5 0.4 0.4 -0.73
C -2.78870 -3.94451 0.33220 0.6 -0.4 0.0 -0.45
C -1.66702 -3.42105 -0.70442 1.5 -1.0 0.3 -0.41
C -0.26278 -3.19465 0.17007 0.1 -1.2 -0.6 -0.45
C 1.02015 -3.00249 -0.85370 -0.9 -0.8 -0.2 -0.10
O 1.82132 -1.79838 -0.56544 0.7 -1.5 3.6 -0.52
C 2.40507 -1.83895 0.78358 2.8 5.9 0.5 0.60
O 3.09936 -0.76927 1.18657 -4.4 -7.0 -2.6 -0.56
H -2.27941 1.84169 0.73391 0.1 -2.0 0.7 0.19
H -1.11092 0.69935 1.67495 -2.2 -0.1 -1.0 0.22
H -3.02045 0.61983 1.97187 1.9 0.1 -1.6 0.22
H -1.37438 1.37408 -1.19172 -0.1 -2.2 0.1 0.21
H -0.37785 -0.30702 -1.02717 -2.0 1.4 -0.3 0.22
H -1.91217 -0.22980 -2.13293 1.0 1.1 1.9 0.19
H -4.77729 0.74636 -1.79327 0.3 0.3 1.9 0.50
H -4.76615 -2.07297 -1.50548 0.1 -0.2 2.4 0.27
H -6.91900 -2.38228 0.23926 2.3 1.5 1.0 0.21
H -4.62835 -4.62208 1.72621 -1.1 1.2 -1.6 0.48
H -2.24422 -4.18588 1.36658 -1.3 0.7 -2.1 0.24
H -3.16363 -5.00858 -0.05888 0.4 2.6 0.8 0.24
H -1.93763 -2.52430 -1.39478 0.4 -1.5 1.6 0.23
H -1.41063 -4.32787 -1.43844 -0.6 1.9 1.5 0.20
H -0.07753 -4.23993 0.71481 -0.5 2.3 -1.0 0.20
H -0.35900 -2.36474 0.98839 0.1 -1.4 -1.8 0.25
H 0.56178 -2.91458 -1.93279 1.3 0.2 2.1 0.21
H 1.74008 -3.93113 -0.86091 -1.5 1.7 0.1 0.19
H 2.25864 -2.75653 1.52432 0.1 1.7 -2.0 0.17
C 6.70730 3.72121 -0.05228 0.2 -0.1 -0.1 -0.61
C 5.55124 4.25220 -0.88556 -0.1 0.1 0.0 -0.40
C 4.33097 4.64256 -0.04788 -0.1 0.0 -0.1 -0.40
C 3.67550 3.49574 0.73110 0.1 0.0 0.0 -0.40
C 3.20822 2.31052 -0.11594 -0.1 0.0 0.3 -0.41
C 2.12969 2.67848 -1.12312 0.0 -0.1 -0.2 -0.61
H 6.43724 2.80158 0.47477 0.0 0.1 0.0 0.20
H 7.56243 3.49418 -0.69783 0.0 0.0 0.2 0.21
H 7.02887 4.46241 0.68607 0.0 -0.1 0.0 0.20
H 5.27521 3.51334 -1.64659 0.0 0.1 0.1 0.19
H 5.89496 5.13923 -1.43042 -0.1 -0.1 0.0 0.20
H 3.58745 5.10664 -0.70654 0.0 0.0 0.1 0.20
H 4.62544 5.42120 0.66707 0.0 0.0 -0.1 0.20
H 2.81565 3.90113 1.28129 0.1 -0.1 -0.1 0.20
H 4.37257 3.12902 1.49392 -0.1 0.0 -0.1 0.20
H 2.80785 1.54110 0.55542 0.2 0.1 -0.2 0.23
H 4.05594 1.85183 -0.63615 0.0 0.0 0.1 0.19
H 1.25397 3.10039 -0.61994 0.0 0.0 -0.1 0.20
H 1.80779 1.78743 -1.67200 0.0 0.1 0.0 0.21
H 2.49169 3.40542 -1.85574 -0.1 0.0 0.0 0.20
```
Positions in Å, forces in eV/Å.

Values from the calculation:
Electronic energy = -1298.239741 a.u.
Maximum force = 9.05 eV/Å
HOMO level = -0.3403 Eh
Orbital gap = 9.38 eV
Charge = 0
SMILES string = CN(C)B(O)[C@@H]1[C@H](F)OC(=O)[C@]1(O)CCCCOC=O.CCCCCC



# 3
Density functional theory data (wB97M-V/def2-TZVPD) for a structure of composition C17H33BrGeN2O5SbSe4Ti in a non-equilibrium geometry.

```
65
Properties=species:S:1:pos:R:3:forces:R:3:lowdin_spin:R:1
Ti -0.05139 0.15834 -0.26784 -0.7 -0.3 -0.7 0.98
C 0.96405 0.21090 -4.12046 0.0 -0.1 0.0 0.00
O 1.49522 0.15312 -2.81493 0.1 0.2 0.0 0.01
C 2.90549 0.22824 -2.82236 -0.1 -0.1 0.0 0.00
C 3.40913 0.46956 -1.42760 0.2 -0.2 -0.2 0.00
O 2.81096 -0.47685 -0.54507 -0.3 -0.1 0.3 0.01
C 3.51700 -0.57347 0.67754 0.0 -0.1 0.0 0.00
C 2.62748 -0.47192 1.89155 0.1 0.0 0.0 0.01
O 1.80818 -1.62684 1.95728 0.0 0.0 0.0 0.01
C 1.24421 -1.79855 3.23579 0.0 0.0 0.0 0.00
H 1.18918 1.17045 -4.59305 0.0 0.0 0.0 0.00
H 1.36443 -0.61189 -4.73389 0.0 0.0 0.0 0.00
H -0.11344 0.09534 -4.03627 0.0 0.0 0.0 0.00
H 3.31912 -0.71787 -3.21063 -0.1 0.0 0.0 0.00
H 3.24238 1.06098 -3.44507 0.1 0.1 -0.1 0.00
H 4.49820 0.31093 -1.43505 -0.1 0.1 0.0 0.00
H 3.20889 1.48694 -1.09836 -0.1 0.1 0.0 0.00
H 4.01985 -1.54952 0.71434 0.1 0.0 0.0 0.00
H 4.27514 0.21188 0.72985 0.0 0.0 0.1 0.00
H 3.27327 -0.42891 2.78309 0.0 0.0 0.0 0.00
H 2.01914 0.43688 1.86599 0.0 0.1 0.0 0.00
H 2.02994 -1.95237 3.99002 0.0 0.0 0.0 0.00
H 0.63596 -0.93737 3.52028 0.0 0.0 0.0 0.00
H 0.60874 -2.68298 3.20118 0.0 0.0 0.0 0.00
Se 0.81745 6.30570 -0.56384 0.0 0.1 0.1 0.00
Sb 1.28153 4.36174 -1.91431 0.2 -0.3 0.2 0.00
Se 0.77230 2.41133 -0.08087 0.4 1.0 0.0 -0.02
Se 3.64313 3.94611 -2.40903 -0.1 0.1 -0.1 0.00
Se -0.24779 4.07694 -3.79639 0.1 -0.1 0.0 0.00
N -2.75452 0.86758 -2.65382 0.2 -0.3 -0.1 0.00
N -1.43756 1.24752 -2.21789 0.0 0.1 0.5 0.02
H -3.36814 1.67533 -2.60842 0.0 0.0 0.0 0.00
H -3.09516 0.20067 -1.97027 0.0 0.0 0.0 0.00
H -1.52626 1.93012 -1.46703 0.1 0.2 -0.2 0.00
H -0.97756 1.75845 -2.97139 0.0 0.0 0.0 0.00
Br -6.07758 3.48246 2.65480 0.0 0.0 0.0 0.00
C -4.20453 3.17574 2.81363 0.0 -0.1 -0.1 0.00
C -3.44849 4.00011 3.62687 -0.1 0.1 0.1 0.00
C -2.08570 3.77550 3.74342 0.1 0.1 0.1 0.00
C -1.48450 2.72536 3.06974 -0.2 0.0 0.0 0.00
C -2.26515 1.91869 2.25407 -0.1 -0.1 -0.1 0.00
C -3.63016 2.14152 2.09925 0.1 0.2 0.2 0.00
C -1.62266 0.84294 1.45485 0.2 -0.5 -0.1 0.00
O -0.53636 0.31797 1.85284 0.0 0.1 -0.1 0.01
O -2.11792 0.49047 0.34259 0.2 0.1 0.3 0.00
H -3.91707 4.82507 4.14750 0.0 0.0 0.0 0.00
H -1.48559 4.44561 4.34662 0.0 0.0 0.0 0.00
H -0.42119 2.55262 3.11975 0.1 0.0 0.0 0.00
H -4.21199 1.52694 1.42973 0.0 -0.1 0.0 0.00
C -1.55353 -4.71728 -1.37078 0.1 0.0 -0.1 0.00
Ge -0.55805 -3.36000 -0.32580 -0.1 0.2 0.1 0.00
C -1.67508 -3.04256 1.26833 0.0 0.0 0.0 0.00
C 1.14250 -4.18840 0.23207 0.0 -0.1 0.0 0.00
C -0.26807 -1.71319 -1.28833 0.1 -0.3 0.3 -0.02
H -1.81029 -5.58780 -0.75994 0.0 0.0 0.0 0.00
H -0.94752 -5.05535 -2.21588 0.0 0.0 0.0 0.00
H -2.47643 -4.28997 -1.76929 0.0 0.0 0.0 0.00
H -1.73794 -3.91744 1.92140 0.0 0.0 0.0 0.00
H -2.68667 -2.76261 0.96582 0.0 0.0 0.0 0.00
H -1.26751 -2.20941 1.83931 0.0 0.0 0.0 0.00
H 1.26805 -5.16766 -0.23803 0.0 0.0 0.0 0.00
H 1.18340 -4.31516 1.31491 0.0 0.0 0.0 0.00
H 1.97579 -3.54877 -0.05631 0.0 0.0 0.0 0.00
H -1.12033 -1.49413 -1.93838 0.0 0.0 -0.1 0.00
H 0.63200 -1.79777 -1.89784 0.0 -0.1 -0.1 0.00
```
Positions in Å, forces in eV/Å.

Values from the calculation:
Electronic energy = -16499.776610 a.u.
Maximum force = 1.06 eV/Å
HOMO level = -0.0506 Eh
Orbital gap = 5.02 eV
Charge = -2
Spin multiplicity = 2